Entry 1:
45
Properties=species:S:1:pos:R:3:nbo_charge:R:1 method="wB97M-V/def2-TZVPD" multiplicity=1 homo_energy_ev=-9.516 relative_energy_ev=2.323 max_force_ev_per_a=2.8 lumo_energy_ev=-0.96 gap_ev=8.6
O -1.67 -2.84 2.49 -0.9353
H -1.44 -2.51 1.63 0.4650
H -1.42 -3.76 2.39 0.4607
O -0.92 0.13 2.38 -0.9522
H -1.78 0.32 1.95 0.4541
H -0.60 0.98 2.70 0.5104
O 2.28 -2.34 -0.45 -0.9891
H 3.04 -2.77 -0.81 0.4809
H 1.92 -1.65 -0.99 0.5093
O 2.31 0.85 1.54 -0.9582
H 1.91 1.64 1.10 0.4639
H 1.71 0.17 1.32 0.4834
O -1.67 -2.47 -2.81 -0.9851
H -2.26 -3.22 -3.05 0.4921
H -2.22 -1.77 -2.44 0.4995
O -0.24 0.34 -0.18 -1.0038
H -0.61 -0.51 -0.37 0.4857
H -0.51 0.52 0.73 0.4745
O 0.77 -1.55 -2.86 -1.0021
H 0.92 -0.75 -3.34 0.4848
H -0.19 -1.77 -2.77 0.4912
O -1.42 3.50 0.98 -0.9511
H -2.11 2.83 0.90 0.4964
H -1.29 3.88 0.10 0.4991
O 0.21 2.57 2.81 -0.9601
H -0.30 3.13 2.20 0.4808
H 0.08 2.98 3.67 0.4841
O 0.92 1.66 -2.65 -0.9521
H 0.56 1.55 -1.78 0.5034
H 0.99 2.61 -2.73 0.4701
O -0.53 -2.50 0.09 -0.9784
H 0.11 -2.67 -0.57 0.5239
H -1.05 -3.26 0.03 0.4760
O 1.11 -1.72 2.20 -0.9473
H 0.69 -2.10 1.45 0.4698
H 0.37 -1.31 2.57 0.4679
O 2.90 0.59 -1.25 -0.9923
H 2.33 1.09 -1.83 0.4676
H 2.69 0.91 -0.35 0.4777
O -2.96 -0.27 -1.86 -0.9441
H -2.97 -0.59 -0.96 0.4771
H -2.61 0.61 -1.85 0.4937
O 1.13 2.85 0.05 -0.9393
H 1.53 3.68 0.19 0.4776
H 0.29 2.94 0.46 0.4699

***

Entry 2:
45
Properties=species:S:1:pos:R:3:nbo_charge:R:1 method="wB97M-V/def2-TZVPD" multiplicity=1 homo_energy_ev=-9.591 relative_energy_ev=10.407 max_force_ev_per_a=13.5 lumo_energy_ev=-0.71 gap_ev=8.9
O 4.40 53.66 3.00 -0.9001
H 3.81 53.12 2.83 0.4395
H 5.23 53.23 2.99 0.4787
O 0.66 53.79 3.92 -0.9191
H 0.28 54.61 3.24 0.5207
H 1.55 53.95 4.14 0.5044
O 1.10 52.22 -1.66 -0.8942
H 2.03 52.26 -1.81 0.5412
H 0.74 52.17 -2.53 0.4918
O 2.43 51.54 3.77 -0.9557
H 1.78 51.16 4.21 0.4964
H 3.13 51.61 4.42 0.4883
O -0.55 52.01 4.26 -1.0036
H -0.03 52.79 4.10 0.4415
H -1.03 52.20 5.07 0.4616
O 1.24 55.18 0.56 -0.9663
H 0.79 55.26 -0.25 0.5084
H 0.49 55.22 1.05 0.4523
O -1.04 52.32 0.36 -1.0199
H -0.22 51.93 0.84 0.4765
H -1.46 51.68 -0.20 0.4726
O 3.14 49.92 -0.08 -1.0062
H 3.31 50.02 0.85 0.4421
H 2.10 49.76 0.08 0.4792
O 3.55 53.53 0.27 -0.9379
H 4.04 53.59 1.09 0.4835
H 2.74 54.06 0.36 0.5155
O -2.61 53.13 2.37 -0.9678
H -1.90 52.71 1.78 0.4854
H -1.91 53.18 2.94 0.4396
O 0.55 54.31 -1.63 -1.0272
H 0.49 53.26 -1.62 0.4636
H -0.36 54.30 -1.80 0.4490
O 0.95 51.98 1.33 -0.8958
H 1.25 52.66 0.73 0.5028
H 1.36 52.20 2.12 0.4998
O 3.98 52.13 -1.27 -1.0404
H 3.92 52.73 -0.60 0.4399
H 3.67 51.25 -0.93 0.4877
O 0.13 49.89 -0.38 -0.9600
H 0.25 50.93 -0.60 0.4862
H 0.01 49.73 -1.26 0.4543
O 3.83 49.77 1.92 -0.9042
H 3.16 50.36 2.48 0.5094
H 4.70 49.92 2.15 0.4868

***

Entry 3:
45
Properties=species:S:1:pos:R:3:nbo_charge:R:1 method="wB97M-V/def2-TZVPD" multiplicity=1 homo_energy_ev=-9.942 relative_energy_ev=8.441 max_force_ev_per_a=6.8 lumo_energy_ev=-0.49 gap_ev=9.5
H -0.65 -0.62 0.09 0.4369
H -0.23 0.86 -0.24 0.4921
H 1.44 -1.91 0.47 0.4461
H 1.59 -2.28 1.88 0.4856
H 0.35 3.97 -0.75 0.4562
H -0.87 3.74 -1.66 0.4908
H -1.61 0.59 -1.12 0.4671
H -0.90 -0.43 -2.02 0.4799
H -3.65 -1.48 -1.84 0.4773
H -3.05 -1.56 -0.58 0.4496
H 2.31 1.46 1.86 0.4896
H 1.56 2.72 1.30 0.4456
H -1.67 1.58 -3.46 0.4721
H -1.38 2.07 -2.06 0.4709
H -0.26 -2.85 1.26 0.4608
H -0.95 -4.17 1.00 0.4788
H -0.21 2.49 0.64 0.4537
H -0.71 1.89 1.88 0.4686
H 3.30 0.28 2.91 0.4558
H 4.28 0.38 1.81 0.4879
H -2.98 -0.93 1.43 0.4430
H -4.32 -1.28 0.75 0.4900
H 0.44 -0.56 -3.47 0.4914
H -0.39 -0.27 -4.83 0.4892
H 0.03 0.80 3.65 0.4715
H 1.20 0.70 4.63 0.4814
H 0.55 -3.28 -0.92 0.4610
H 0.08 -4.71 -1.22 0.4781
H 2.37 -0.44 -0.08 0.4719
H 2.44 1.09 -0.24 0.4793
O 0.00 0.08 0.17 -0.9536
O 1.59 -1.46 1.27 -0.9194
O 0.01 3.39 -1.44 -0.9415
O -0.96 0.42 -1.80 -0.9355
O -3.87 -1.53 -0.91 -0.9231
O 2.36 2.11 1.20 -0.9290
O -1.32 2.31 -2.99 -0.9496
O -0.19 -3.82 1.38 -0.9432
O -0.92 2.06 0.95 -0.9150
O 4.17 0.69 2.78 -0.9402
O -3.78 -0.51 1.08 -0.9354
O -0.43 -0.67 -3.96 -0.9760
O 1.01 0.68 3.69 -0.9499
O -0.30 -3.83 -1.14 -0.9391
O 2.88 0.33 -0.42 -0.9716

***

Entry 4:
45
Properties=species:S:1:pos:R:3:nbo_charge:R:1 method="wB97M-V/def2-TZVPD" multiplicity=2 homo_energy_ev="-13.695 / -13.692" relative_energy_ev=1.058 max_force_ev_per_a=4.2 charge=+1 lumo_energy_ev="-3.37 / -10.57" gap_ev="10.3 / 3.1" s2=0.7569
O 2.18 -3.46 0.47 -0.9344
H 1.46 -4.12 0.55 0.4885
H 1.67 -2.88 1.08 0.4566
O -3.93 0.62 0.34 -0.9711
H -4.32 1.31 0.91 0.4952
H -4.65 0.19 -0.19 0.5055
O -3.00 -1.47 1.57 -0.9711
H -3.11 -1.30 2.51 0.4608
H -3.05 -0.62 1.13 0.4838
O 0.48 -0.04 0.66 -0.9116
H 0.39 -0.85 1.17 0.4833
H 1.10 0.43 1.20 0.4602
O -1.75 -1.20 -1.24 -0.9382
H -0.93 -1.31 -1.70 0.4570
H -1.45 -1.01 -0.38 0.4819
O -0.63 1.06 -3.05 -0.9840
H -0.66 0.81 -3.96 0.5053
H -1.46 0.83 -2.63 0.4880
O -0.63 -0.75 3.86 -1.0111
H -1.46 -0.85 4.27 0.5190
H -0.07 -0.06 3.64 0.4943
O -0.76 3.30 -1.24 -0.9817
H -1.67 3.07 -1.03 0.4766
H -0.44 2.71 -1.93 0.4987
O -1.98 -1.23 -3.90 -0.9437
H -1.28 -1.85 -3.74 0.4604
H -2.43 -1.09 -3.08 0.4835
O 2.48 2.22 -1.32 -0.9591
H 1.56 2.20 -1.52 0.4813
H 2.72 3.09 -1.01 0.4946
O 2.73 -0.72 -0.62 -0.4068
H 2.21 -1.18 0.03 0.5010
H 2.57 0.19 -0.45 0.5242
O -0.30 2.73 1.36 -0.9684
H -0.95 2.26 0.83 0.4853
H -0.02 3.50 0.83 0.4934
O 2.44 -1.01 2.73 -1.0017
H 3.28 -1.41 2.87 0.5061
H 2.01 -0.76 3.56 0.5019
O 1.86 -2.56 -2.97 -0.6930
H 2.82 -2.54 -2.68 0.5021
H 1.37 -2.46 -2.19 0.4690
O 2.24 2.16 1.82 -0.8890
H 1.58 2.72 1.41 0.4883
H 1.76 1.33 2.04 0.4189